Entry from the Open Molecules 2025 dataset: a cluster of 2 separate species, C3H7NO in total in a non-equilibrium geometry (the ωB97M-V functional and the def2-TZVPD basis).

Atoms and positions in Å:
H 0.62908 1.03517 -2.14453
H 1.42216 -0.54319 -2.73652
H -0.87221 1.31527 2.58721
H -1.60219 -1.03273 1.05521
H -0.15392 -0.59836 -2.04422
H 1.05468 0.84733 -0.10958
C 0.79587 -0.02580 -2.03501
N -0.94228 -0.29161 1.19182
C -1.38956 0.32959 2.25788
O 1.94828 -1.00191 -0.20113
H -2.18047 0.03694 2.84763
C 1.29058 -0.07070 -0.66877

Results
Largest force on an atom, eV/Å: 5.25
Energy relative to the best compared isomer or geometry (same formula, charge and spin), kcal/mol: 59.67
Structure (SMILES): CC=O.C=N
Orbital gap, eV: 10.37
E_tot, eV: -6760.16268
LUMO energy, eV: 1.01

natural (NBO) atomic charge list, values in e, 4 entries: number 1, H, carries 0.219; number 2, H, carries 0.241; number 3, H, carries 0.159; number 4, H, carries 0.328

---

Entry from the Open Molecules 2025 dataset: a cluster of 2 separate species, C3H7NO in total (the ωB97M-V functional and the def2-TZVPD basis).

Atoms and positions in Å:
H 1.64820 -0.25775 -2.03909
O 1.88836 -0.26940 -0.03856
C -1.08119 -0.38633 0.10531
H -1.45865 1.60561 -0.15028
N -0.69128 1.00569 0.14056
H 0.99297 -0.29303 2.97976
H 1.16345 -0.13139 2.27218
H -0.58689 -1.01225 0.84421
H -2.10982 -0.65126 -0.13243
H -0.72471 0.33260 -1.96180
C -0.25035 0.18695 -0.99234
C 1.20992 -0.12943 -1.02752

Results
Largest force on an atom, eV/Å: 0.55
Energy relative to the best compared isomer or geometry (same formula, charge and spin), kcal/mol: 73.07
Structure (SMILES): O=C[C@H]1CN1.[H][H]
Orbital gap, eV: 10.76
E_tot, eV: -6759.58167
LUMO energy, eV: 0.91

natural (NBO) atomic charge list, values in e, 4 entries: number 1, H, carries 0.110; number 2, O, carries -0.508; number 3, C, carries -0.228; number 4, H, carries 0.357

---

Entry from the Open Molecules 2025 dataset: the molecule C3H7NO (the ωB97M-V functional and the def2-TZVPD basis).

Atoms and positions in Å:
H -0.85069 1.26557 0.69957
H -0.36827 -0.25471 -1.87447
O 2.11161 -0.87128 1.58186
H 1.14665 -1.59725 -0.54051
C 0.60667 -0.76618 -0.08098
C -0.59259 -0.26878 -0.80608
H 2.25390 -0.36282 2.40356
H -1.37600 -1.01774 -0.66788
C -1.09533 1.10066 -0.34330
H -0.63226 1.89581 -0.93265
N 0.97382 -0.28416 1.02652
H -2.17752 1.16089 -0.46564

Results
Largest force on an atom, eV/Å: 0.93
Energy relative to the best compared isomer or geometry (same formula, charge and spin), kcal/mol: 55.94
Structure (SMILES): CC/C=N/O
Orbital gap, eV: 10.90
E_tot, eV: -6760.32438
LUMO energy, eV: 1.17

natural (NBO) atomic charge list, values in e, 4 entries: number 1, H, carries 0.230; number 2, H, carries 0.214; number 3, O, carries -0.568; number 4, H, carries 0.172

---

Entry from the Open Molecules 2025 dataset: a cluster of 2 separate species, C3H7NO in total in a non-equilibrium geometry (the ωB97M-V functional and the def2-TZVPD basis).

Atoms and positions in Å:
H -1.20638 -2.81159 -0.86768
H -0.55278 -0.45338 -2.39589
H 0.99588 3.21846 0.77036
C 0.88293 2.81294 1.76687
C 0.82911 1.49265 1.89819
H 1.29296 0.93580 2.70183
H 0.86274 3.45471 2.63616
C -0.56292 -1.06552 -1.47662
H 0.78054 0.99708 0.93437
H -0.41551 -2.97786 -2.42090
N -0.74529 -2.40648 -1.66890
O -0.37679 -0.53981 -0.40775

Results
Largest force on an atom, eV/Å: 2.24
Energy relative to the best compared isomer or geometry (same formula, charge and spin), kcal/mol: 50.80
Structure (SMILES): NC=O.C=C
Orbital gap, eV: 10.34
E_tot, eV: -6760.54750
LUMO energy, eV: 0.95

natural (NBO) atomic charge list, values in e, 4 entries: number 1, H, carries 0.399; number 2, H, carries 0.103; number 3, H, carries 0.192; number 4, C, carries -0.385

---

Entry from the Open Molecules 2025 dataset: a structure of composition C3H7NO in a non-equilibrium geometry (the ωB97M-V functional and the def2-TZVPD basis).

Atoms and positions in Å:
H -0.47765 -0.74139 1.87866
H 0.47539 -2.01208 -0.32606
C -0.88524 0.07720 -0.95864
H 1.13127 1.62352 0.74546
H -0.72530 0.61776 -1.88121
C 0.26834 -0.07955 -0.06630
C -0.72436 -0.15067 1.00524
H 2.14999 0.79475 -0.25428
O 1.07348 -1.25780 -0.28581
H -1.87198 -0.35751 -0.98959
H -1.59639 0.44878 1.20856
N 1.18245 1.03699 -0.07602

Results
Largest force on an atom, eV/Å: 4.61
Energy relative to the best compared isomer or geometry (same formula, charge and spin), kcal/mol: 136.07
Orbital gap (alpha / beta), eV: 8.22 / 8.50
E_tot, eV: -6756.84982
LUMO energy (alpha / beta), eV: -0.02 / 0.11

natural (NBO) atomic charge list, values in e, 4 entries: number 1, H, carries 0.176; number 2, H, carries 0.473; number 3, C, carries -0.320; number 4, H, carries 0.373

---

Entry from the Open Molecules 2025 dataset: the molecule C3H7NO (the ωB97M-V functional and the def2-TZVPD basis).

Atoms and positions in Å:
H -2.25494 -0.20062 0.28999
C 1.19200 -0.59590 0.01341
C -0.21708 -0.35401 -0.51357
H 1.89903 -0.76205 -0.81409
H 1.17899 -1.50417 0.62662
H -1.30945 1.36945 -1.08398
H -0.91109 0.16409 1.50965
N -0.61487 1.05742 -0.41905
O 1.59610 0.46452 0.83880
H 1.19516 1.25663 0.43609
H -0.53459 -0.96662 -1.35865
C -1.21926 0.07127 0.47477

Results
Largest force on an atom, eV/Å: 0.48
Energy relative to the best compared isomer or geometry (same formula, charge and spin), kcal/mol: 46.82
Structure (SMILES): OC[C@H]1CN1
Orbital gap, eV: 10.82
E_tot, eV: -6760.72006
LUMO energy, eV: 1.05

natural (NBO) atomic charge list, values in e, 4 entries: number 1, H, carries 0.193; number 2, C, carries -0.067; number 3, C, carries -0.114; number 4, H, carries 0.159

---

Entry from the Open Molecules 2025 dataset: a cluster of 2 separate species, C3H7NO in total in a non-equilibrium geometry (the ωB97M-V functional and the def2-TZVPD basis).

Atoms and positions in Å:
H 1.31149 0.04737 1.37334
N -1.52684 -0.81945 -0.55934
H 0.95866 -0.67787 -1.03425
C -2.46813 -0.22689 0.09264
O -2.60191 0.89938 0.56128
H 1.75831 1.50054 0.32533
H -1.77306 -1.66396 -1.03700
C 0.95934 0.82692 0.55100
H -3.42783 -0.79357 0.27838
C 0.51768 0.17623 -0.73504
H 0.26636 0.78963 -1.58369
H 0.17762 1.29277 1.18442

Results
Largest force on an atom, eV/Å: 4.31
Energy relative to the best compared isomer or geometry (same formula, charge and spin), kcal/mol: 93.20
Orbital gap (alpha / beta), eV: 8.00 / 8.00
E_tot, eV: -6758.70901
LUMO energy (alpha / beta), eV: -0.69 / -0.69

natural (NBO) atomic charge list, values in e, 4 entries: number 1, H, carries 0.225; number 2, N, carries -0.723; number 3, H, carries 0.173; number 4, C, carries 0.472

---

Entry from the Open Molecules 2025 dataset: a cluster of 2 separate species, C3H7NO in total (the ωB97M-V functional and the def2-TZVPD basis).

Atoms and positions in Å:
H -0.71137 1.66222 1.73252
H -0.47492 1.27757 -1.38221
N 1.12321 0.08866 -0.74238
C -1.29282 -0.47405 -0.69796
O -0.43546 1.33046 2.59148
H 0.90928 -1.94707 -0.88194
C -0.24459 0.30686 -0.95578
H 0.45673 1.67392 2.69751
H 2.60954 -1.28229 -0.48851
H -2.27582 -0.07357 -0.89693
C 1.56430 -1.09076 -0.69087
H -1.22806 -1.47195 -0.28492

Results
Largest force on an atom, eV/Å: 0.87
Energy relative to the best compared isomer or geometry (same formula, charge and spin), kcal/mol: 53.73
Structure (SMILES): C=CN=C.O
Orbital gap, eV: 10.05
E_tot, eV: -6760.42059
LUMO energy, eV: 0.51

natural (NBO) atomic charge list, values in e, 4 entries: number 1, H, carries 0.470; number 2, H, carries 0.189; number 3, N, carries -0.426; number 4, C, carries -0.416

---

Entry from the Open Molecules 2025 dataset: the molecule C3H7NO in a non-equilibrium geometry (the ωB97M-V functional and the def2-TZVPD basis).

Atoms and positions in Å:
H 0.25696 1.40130 -0.46789
H 1.26613 -0.86231 1.03880
H -0.50501 -1.32676 -1.35661
C -1.86412 -0.26066 0.05456
C 1.33823 0.18836 0.76717
H -2.75074 -0.91466 -0.33739
H 1.05401 0.08348 -1.46736
C 0.56499 0.40947 -0.52785
N -0.77103 -0.59587 -0.68621
O -1.89506 0.60865 0.87872
H 0.94292 0.79463 1.57304
H 2.36272 0.47437 0.53102

Results
Largest force on an atom, eV/Å: 4.97
Energy relative to the best compared isomer or geometry (same formula, charge and spin), kcal/mol: 34.93
Structure (SMILES): CCNC=O
Orbital gap, eV: 10.82
E_tot, eV: -6761.23554
LUMO energy, eV: 0.95

natural (NBO) atomic charge list, values in e, 4 entries: number 1, H, carries 0.210; number 2, H, carries 0.214; number 3, H, carries 0.411; number 4, C, carries 0.537

---

Entry from the Open Molecules 2025 dataset: a cluster of 2 separate species, C3H7NO in total in a non-equilibrium geometry (the ωB97M-V functional and the def2-TZVPD basis).

Atoms and positions in Å:
H 1.34733 2.42911 0.18884
C 1.37196 1.54602 0.80745
H -0.87925 -0.35007 -3.02859
H -0.66202 -0.45854 2.32785
H -1.44890 0.65153 1.33845
N -0.56340 0.37269 1.75688
H 2.40871 1.24854 0.99275
H 0.92792 -0.53685 0.71298
O -0.49864 -1.01968 -1.16954
C -0.72107 -1.19052 -2.34058
C 0.55248 0.43741 1.04535
H -0.76935 -2.18525 -2.80191

Results
Largest force on an atom, eV/Å: 1.62
<S²>: 0.7574
Energy relative to the best compared isomer or geometry (same formula, charge and spin), kcal/mol: 45.38
Charge: +1
Orbital gap (alpha / beta), eV: 8.64 / 6.95
E_tot, eV: -6751.05293
LUMO energy (alpha / beta), eV: -5.50 / -7.19
Multiplicity: 2

natural (NBO) atomic charge list, values in e, 4 entries: number 1, H, carries 0.263; number 2, C, carries -0.187; number 3, H, carries 0.124; number 4, H, carries 0.428

---

Please write out number 5 again, unchanged.
Entry from the Open Molecules 2025 dataset: a structure of composition C3H7NO in a non-equilibrium geometry (the ωB97M-V functional and the def2-TZVPD basis).

Atoms and positions in Å:
H -0.47765 -0.74139 1.87866
H 0.47539 -2.01208 -0.32606
C -0.88524 0.07720 -0.95864
H 1.13127 1.62352 0.74546
H -0.72530 0.61776 -1.88121
C 0.26834 -0.07955 -0.06630
C -0.72436 -0.15067 1.00524
H 2.14999 0.79475 -0.25428
O 1.07348 -1.25780 -0.28581
H -1.87198 -0.35751 -0.98959
H -1.59639 0.44878 1.20856
N 1.18245 1.03699 -0.07602

Results
Largest force on an atom, eV/Å: 4.61
Energy relative to the best compared isomer or geometry (same formula, charge and spin), kcal/mol: 136.07
Orbital gap (alpha / beta), eV: 8.22 / 8.50
E_tot, eV: -6756.84982
LUMO energy (alpha / beta), eV: -0.02 / 0.11

natural (NBO) atomic charge list, values in e, 4 entries: number 1, H, carries 0.176; number 2, H, carries 0.473; number 3, C, carries -0.320; number 4, H, carries 0.373

---

Question: Number 10 is which compound?
Answer: C3H7NO